127
Properties=species:S:1:pos:R:3:lowdin_charge:R:1 method="wB97M-V/def2-TZVPD" multiplicity=2 lumo_ev="2.0 / 1.0" charge=-1 gap_ev="6.3833 / 5.3184" de_lowest_kj_mol=282.4
K -0.25335 -0.98629 -0.28008 0.6252
C -4.70784 -0.08619 -0.80172 -0.1363
C -3.19332 0.06953 -1.14325 -0.2495
N -2.44976 0.25852 0.07040 -0.0290
N -3.36638 0.45802 0.98985 -0.0073
C -4.62920 0.37433 0.62576 -0.0133
B -2.82695 0.45890 2.46727 -0.6402
N -2.30454 -0.95797 2.74852 0.0144
C -2.95054 -2.05944 3.18975 -0.0811
C -2.06108 -3.10552 3.19642 -0.0648
C -0.87038 -2.53955 2.71614 -0.1773
N -1.01728 -1.25688 2.43251 0.0319
N -1.69473 1.46987 2.70667 -0.0106
C -1.33232 1.80607 3.96842 -0.0862
C -0.20370 2.58251 3.89514 -0.0788
C 0.04754 2.67173 2.51563 -0.1903
N -0.83607 1.98878 1.80753 0.0959
N -3.99313 0.89992 3.39136 -0.0370
C -4.53057 2.13944 3.36291 -0.1082
C -5.52828 2.19538 4.30645 -0.0822
C -5.51505 0.91442 4.88486 -0.1785
N -4.58915 0.14536 4.33514 0.0667
H -5.20323 -1.05909 -0.89566 0.1418
H -2.72390 -0.67301 -1.79136 0.1251
H -5.40025 0.39115 1.37673 0.1128
H -3.97752 -2.00184 3.49646 0.0972
H -2.24859 -4.12122 3.49615 0.0833
H 0.08307 -3.01311 2.53382 0.0925
H -1.90251 1.46205 4.81442 0.1223
H 0.34988 3.02116 4.70682 0.0822
H 0.84235 3.18986 2.00875 0.0671
H -4.15724 2.88067 2.67665 0.1266
H -6.15989 3.03350 4.54312 0.0793
H -6.13318 0.52217 5.67660 0.0882
C 3.99535 -0.44787 -0.20388 -0.0578
C 3.94039 -1.51205 -1.09618 -0.0528
C 3.43407 -2.70252 -0.31550 -0.0705
C 3.23055 -2.25928 0.95926 -0.0083
C 3.57397 -0.86829 1.06822 -0.1429
C 3.52930 -0.08702 2.35178 -0.5440
C 2.11990 -0.17994 2.95675 -0.0349
C 3.89214 1.38144 2.13527 -0.0595
C 4.53743 -0.71316 3.32935 -0.0405
C 3.10054 -4.13195 -0.72578 -0.5198
C 4.23923 -4.83947 -1.47274 -0.0525
C 2.82451 -4.98375 0.52161 -0.0667
C 1.81003 -4.15136 -1.55730 -0.0236
C 4.47823 -1.38321 -2.51678 -0.5226
C 5.89130 -1.99695 -2.57150 -0.0356
C 3.57647 -2.00692 -3.58868 -0.0369
C 4.62870 0.09163 -2.91417 -0.0795
H 4.34969 0.54225 -0.43200 0.0729
H 2.87020 -2.85073 1.78319 0.1023
H 1.34505 0.15730 2.26595 0.0632
H 2.04561 0.44344 3.85037 0.0871
H 1.87560 -1.20342 3.24200 0.0736
H 3.17365 1.86514 1.47381 0.0271
H 4.88887 1.48859 1.70261 0.0840
H 3.87932 1.90749 3.09193 0.0855
H 4.30391 -1.76159 3.51639 0.0792
H 4.50543 -0.18156 4.28299 0.0839
H 5.55293 -0.65366 2.93349 0.0866
H 5.16573 -4.80741 -0.89425 0.0896
H 4.43435 -4.42123 -2.45404 0.0509
H 3.96834 -5.88729 -1.61872 0.0831
H 3.68443 -5.00436 1.19415 0.0900
H 2.60660 -6.00683 0.21082 0.0851
H 1.95486 -4.62353 1.07041 0.0766
H 1.86108 -3.53940 -2.45117 0.0600
H 0.97112 -3.77721 -0.97124 0.0682
H 1.57302 -5.17614 -1.85610 0.0991
H 5.90604 -3.04575 -2.27840 0.0552
H 6.55707 -1.45255 -1.89906 0.0886
H 6.28911 -1.91733 -3.58622 0.0851
H 3.50770 -3.08449 -3.51199 0.0535
H 3.98261 -1.77350 -4.57544 0.0870
H 2.56589 -1.59714 -3.53253 0.0912
H 5.31555 0.62925 -2.26194 0.0787
H 3.66762 0.60536 -2.91500 0.0210
H 5.02994 0.14558 -3.92792 0.0858
I 1.73622 2.10823 -1.26068 1.0987
C 0.59639 3.87054 -1.07876 -0.5749
C 1.11985 4.71409 -0.13444 -0.2055
C 0.60662 6.00020 0.08941 -0.0762
C -0.39949 6.45355 -0.70148 -0.0433
C -0.94739 5.62823 -1.71055 -0.1606
C -1.94560 6.17879 -2.54811 -0.0417
C -2.49794 5.44715 -3.55005 -0.0663
C -2.11346 4.10476 -3.69601 -0.1008
C -1.17316 3.50038 -2.89352 -0.3011
P -1.06287 1.66126 -3.04916 1.0539
C -0.35392 1.40263 -4.70589 -0.3708
C -0.14956 0.05759 -5.03900 -0.0980
C 0.42195 -0.27700 -6.25639 -0.0801
C 0.82329 0.71844 -7.13901 -0.1019
C 0.64220 2.05090 -6.80358 -0.0967
C 0.05143 2.39396 -5.59317 -0.0845
C -2.83480 1.31782 -3.27296 -0.3580
C -3.54297 1.34895 -1.95869 -0.2034
C -5.04596 0.96398 -1.89474 -0.1938
C -5.55542 0.37952 -3.17660 -0.0593
C -4.81286 0.30680 -4.28201 -0.0779
C -3.42444 0.77798 -4.34456 -0.0771
C -0.49861 4.28157 -1.89992 -0.1753
H 1.97262 4.38998 0.44604 0.0694
H 1.03590 6.61828 0.86622 0.1053
H -0.79735 7.45428 -0.58645 0.1090
H -2.24740 7.20408 -2.36902 0.1090
H -3.25014 5.86885 -4.20394 0.1035
H -2.61426 3.50199 -4.44395 0.1049
H -0.43549 -0.72247 -4.33790 0.0816
H 0.56663 -1.32042 -6.50734 0.1039
H 1.28219 0.45307 -8.08325 0.0945
H 0.96094 2.83074 -7.48409 0.0955
H -0.08440 3.43724 -5.33678 0.0942
H -3.31233 2.24777 -1.38072 0.1489
H -5.71386 1.76236 -1.55558 0.1370
H -6.57287 0.00303 -3.18792 0.1016
H -5.23409 -0.13222 -5.17855 0.0944
H -2.87558 0.64338 -5.26872 0.0982
F -3.49824 -3.16277 -2.92607 0.1231
C -2.24725 -3.66792 -3.04606 -0.5229
F -2.33160 -4.99472 -2.81893 0.1265
F -1.88620 -3.51389 -4.33456 0.1224
C -1.28361 -2.95075 -2.04945 -0.6745
O -1.38846 -3.28587 -0.86271 -0.0447
O -0.54399 -2.08575 -2.56263 -0.1140

119
Properties=species:S:1:pos:R:3:lowdin_charge:R:1 method="wB97M-V/def2-TZVPD" lumo_ev=-4.0 charge=+1 gap_ev=5.5806
Ti 0.10708 0.35261 -0.17073 1.2635
C 3.81829 3.35724 3.49506 -0.0727
C 3.50993 4.10505 2.19647 -0.1829
C 2.25102 3.61406 1.55987 -0.1118
C 1.00153 4.14541 1.63757 -0.1116
C 0.57565 5.42158 2.28887 -0.1831
C 0.43185 6.56174 1.27855 -0.0724
C 0.12703 3.25498 0.91386 -0.2179
N 0.84065 2.20590 0.37578 0.0193
C 2.14220 2.41393 0.76681 -0.2002
C 3.21253 1.62467 0.40402 0.0719
C 3.13938 0.53781 -0.44624 -0.1992
C 4.28103 -0.15206 -0.98433 -0.1168
C 5.70151 0.10660 -0.59839 -0.1761
C 6.05846 -0.55043 0.73631 -0.0737
C 3.80093 -1.07984 -1.85647 -0.1206
C 2.36467 -0.97483 -1.82896 -0.2014
C 1.51390 -1.76503 -2.55606 0.0733
C 0.12973 -1.71539 -2.49430 -0.2062
N -0.58057 -0.87078 -1.67121 0.0259
C -1.90994 -1.17882 -1.90200 -0.2190
C -2.98824 -0.48624 -1.39102 0.0702
C -2.91368 0.69011 -0.67962 -0.2210
N -1.73649 1.29030 -0.28458 0.0318
C -2.11290 2.48344 0.28084 -0.2203
C -1.23750 3.39809 0.84871 0.0598
C -3.53739 2.63981 0.24441 -0.1348
C -4.03932 1.50834 -0.33787 -0.1313
C -5.46362 1.16911 -0.63418 -0.1770
C -5.87173 1.54242 -2.06171 -0.0652
C -4.27913 3.84487 0.72606 -0.1804
C -4.22653 5.00139 -0.27403 -0.0697
C -2.02369 -2.23314 -2.86164 -0.1250
C -0.74945 -2.54475 -3.25823 -0.1108
C -0.36441 -3.50813 -4.33886 -0.1728
C -0.31403 -4.96863 -3.89239 -0.0706
C -3.30679 -2.76202 -3.42154 -0.1789
C -3.85866 -1.86793 -4.53480 -0.0684
N 1.97193 0.01793 -0.95059 0.0321
C 4.57591 -2.02566 -2.71390 -0.1886
C 4.78650 -1.48015 -4.12763 -0.0706
H 4.76006 3.69481 3.92535 0.0772
H 3.88850 2.28243 3.32015 0.0703
H 3.02939 3.51830 4.22982 0.0791
H 4.34437 4.00158 1.49864 0.1133
H 3.42308 5.17494 2.39193 0.1117
H 1.30663 5.69349 3.05173 0.1110
H -0.36727 5.27184 2.82064 0.1129
H 1.37688 6.74293 0.76650 0.0817
H 0.12963 7.48409 1.77254 0.0779
H -0.31209 6.32223 0.51795 0.0691
H 4.19220 1.91815 0.75283 0.1160
H 5.88805 1.18211 -0.55204 0.1150
H 6.35868 -0.27271 -1.38239 0.1118
H 5.38659 -0.21975 1.52994 0.0699
H 7.07894 -0.31120 1.03138 0.0782
H 5.97198 -1.63562 0.66498 0.0711
H 1.95612 -2.50394 -3.20908 0.1219
H -3.97364 -0.85091 -1.64410 0.1198
H -1.66791 4.27978 1.30062 0.1153
H -6.10920 1.68693 0.07753 0.1112
H -5.62725 0.10267 -0.46300 0.1147
H -5.78204 2.61659 -2.22262 0.0718
H -6.90354 1.25404 -2.25867 0.0797
H -5.23343 1.04693 -2.79463 0.0635
H -3.87466 4.17050 1.68838 0.1127
H -5.31813 3.57224 0.91850 0.1099
H -3.19847 5.31511 -0.45857 0.0697
H -4.78305 5.86119 0.09637 0.0789
H -4.65463 4.70538 -1.23145 0.0720
H 0.60034 -3.22404 -4.76380 0.1098
H -1.08386 -3.40107 -5.15495 0.1147
H 0.44072 -5.10758 -3.12024 0.0482
H -0.06102 -5.61784 -4.72967 0.0805
H -1.27314 -5.29547 -3.48904 0.0758
H -4.04743 -2.86955 -2.62493 0.1152
H -3.13942 -3.76754 -3.81073 0.1076
H -4.03655 -0.85482 -4.17302 0.0625
H -4.79765 -2.26238 -4.92084 0.0798
H -3.15299 -1.79929 -5.36286 0.0790
H 4.06050 -2.98846 -2.75092 0.1028
H 5.53964 -2.22763 -2.24259 0.1138
H 3.83187 -1.29057 -4.62000 0.0744
H 5.34805 -2.18736 -4.73600 0.0777
H 5.33489 -0.53848 -4.10433 0.0801
N -0.73046 -3.43822 0.47954 0.1456
C 0.64498 -3.55791 0.31154 -0.2611
C 1.15751 -4.56867 -0.50311 -0.0429
C 2.52053 -4.75069 -0.64705 -0.0824
C 3.41415 -3.93861 0.03713 -0.0936
C 2.91621 -2.95711 0.87762 -0.0345
C 1.54804 -2.74721 1.02023 -0.1473
C 1.05748 -1.74367 1.99971 -0.1917
C 1.31595 -1.94561 3.35310 -0.0059
C 0.86230 -1.05027 4.31315 -0.0466
C 0.11943 0.05941 3.94088 -0.0635
C -0.14618 0.26389 2.59446 -0.1228
C 0.32984 -0.60980 1.61336 -0.1695
H -1.06035 -2.53982 0.81094 0.0489
H -1.27737 -3.78346 -0.29638 0.0945
H 0.46534 -5.23729 -0.99878 0.1029
H 2.88497 -5.54651 -1.28488 0.1095
H 4.48048 -4.08603 -0.06457 0.1043
H 3.59209 -2.32684 1.44323 0.1136
H 1.87241 -2.82545 3.65201 0.1259
H 1.08309 -1.23022 5.35690 0.1127
H -0.25350 0.75191 4.68392 0.1128
H -0.73230 1.13863 2.31946 0.0843
Br -3.50581 -1.12670 6.79242 0.7726
C -3.35514 -1.17274 4.91202 -0.6960
C -3.54767 -0.01980 4.17142 -0.1074
C -3.39299 -0.10235 2.79757 -0.1436
N -3.08529 -1.22412 2.14804 0.0815
C -2.92919 -2.32368 2.88282 -0.1351
C -3.04451 -2.35396 4.26551 -0.0979
H -3.80351 0.91591 4.64631 0.1053
H -3.51356 0.78581 2.18867 0.0963
H -2.67618 -3.23343 2.35224 0.0982
H -2.88817 -3.27095 4.81334 0.1070

no.,DFT total energy (a.u.)
1,-4205.93315
2,-5806.42200